The following is a quantum chemistry calculation of a cluster of 2 separate species, C6H12S in total at a distorted geometry, from OMol25.

Calculated values
Relative energy (zero: lowest compared OMol25 entry of this formula, charge and spin) = 62.7 kcal per mole
LUMO level (spin up / spin down) = -0.45 / -0.45 eV
SMILES string = C/C=C/C.CC=S
E_tot = -633.88481 Ha
Multiplicity = 1

Structure (XYZ):
```
19
C6H12S (ωB97M-V/def2-TZVPD)
H -1.45438 -2.33191 -1.71511
H -1.48962 -1.10369 -0.46492
H 1.05476 -1.22064 -1.79514
C 0.57847 1.99296 -1.18765
S 1.67457 -2.23971 0.26916
C 0.57648 -1.65437 -0.90915
H 0.27158 1.44643 -2.05208
C 0.39112 0.78649 0.92793
H -0.00018 0.56749 3.10390
C -0.80930 -1.95957 -0.80771
H -1.48749 0.34674 1.85604
H -1.24934 1.44197 -0.28746
C -0.19801 1.43609 -0.02180
H 1.52533 0.93149 0.93127
H -0.17133 -0.87916 2.25402
H 0.26575 2.94053 -1.18749
H -0.80118 -2.71487 0.08443
H 1.66123 2.00114 -1.06366
C -0.33845 0.21258 2.06543
```